This record from the OMol25 dataset describes a single C3H9NS molecule at a distorted geometry. The level of theory is wB97M-V/def2-TZVPD.

Output
**SMILES string**: CSCCN
**Calculated total energy**: -15581.7007 eV
**Lowest unoccupied orbital energy**: 0.980 eV
**M**: 91.18 u
**Kohn-Sham gap**: 9.610 eV
**Energy relative to the best compared isomer or geometry (same formula, charge and spin)**: 0.630 eV

XYZ file:
```
14
C3H9NS (wB97M-V/def2-TZVPD)
C 2.255 0.029 0.548
S 0.873 -0.377 -0.524
C -0.298 0.925 -0.041
C -1.813 0.534 -0.050
N -2.089 -0.821 0.325
H 2.743 1.036 0.335
H 1.946 0.076 1.630
H 2.999 -0.695 0.426
H 0.124 1.197 0.908
H -0.093 1.743 -0.714
H -2.437 1.165 0.644
H -2.186 0.661 -1.107
H -1.888 -0.870 1.301
H -1.419 -1.464 -0.070
```

The net atomic charges from natural (NBO), expressed in e, are:
1 C -0.75
2 S 0.17
3 C -0.55
4 C -0.22
5 N -0.81
6 H 0.21
7 H 0.21
8 H 0.23
9 H 0.21
10 H 0.21
11 H 0.20
12 H 0.19
13 H 0.34
14 H 0.36